1.
ORCA calculation (wB97M-V/def2-TZVPD) on an isolated molecule of C5H3NO in a non-equilibrium geometry.

Last column: Mulliken charge in e.
Geometry (Å):
C -2.8943 -0.0127 -0.0518  -0.02
C -1.7315 -0.3718 -0.0373  -0.28
C -0.2906 -0.3710 0.1148  0.42
C 1.7553 -0.5796 -0.0421  -0.32
C 1.5054 0.7407 -0.0613  -0.10
H -3.9051 0.3920 0.0653  0.37
H 2.6686 -1.1275 -0.2147  0.37
H 2.1566 1.6592 -0.0964  0.33
N 0.5815 -1.2822 0.1460  -0.50
O 0.1540 0.9529 0.1775  -0.28

Properties
Kohn-Sham gap in hartree: 0.3631
2S+1: 1
Max |F| in eV/Å: 3.64
HOMO level in Eh: -0.3396
Energy above the lowest of the compared OMol25 structures with the same formula, charge and spin in kcal/mol: 45.4
SMILES: C#Cc1ncco1

=====

2.
ORCA calculation (wB97M-V/def2-TZVPD) on an isolated molecule of C5H3NO in a non-equilibrium geometry.

Last column: Mulliken charge in e.
Geometry (Å):
C 2.2049 -0.1285 0.0716  0.22
C 0.8027 0.0588 0.2177  0.23
C -0.2100 1.0136 0.0215  -0.31
C -1.3847 0.3395 -0.1614  -0.51
C -1.0530 -0.9488 -0.0608  -0.16
H -0.2340 2.1638 0.1647  0.29
H -2.3144 0.6878 -0.0870  0.47
H -1.4190 -1.9766 -0.0629  0.41
N 3.3229 -0.0834 -0.1792  -0.40
O 0.2845 -1.1262 0.0756  -0.25

Properties
Kohn-Sham gap in hartree: 0.3660
2S+1: 1
Max |F| in eV/Å: 4.69
HOMO level in Eh: -0.3438
Energy above the lowest of the compared OMol25 structures with the same formula, charge and spin in kcal/mol: 29.6
SMILES: N#Cc1ccco1